C23H48As3N3O2P2Pd | ωB97M-V/def2-TZVPD

```
82
Properties=species:S:1:pos:R:3
Pd -0.41269 -0.41225 -1.63932
C -0.19421 0.90341 5.32164
As 0.33921 0.27171 3.58971
C -1.18568 0.21308 2.42184
C 1.27806 -1.39055 3.77288
C 0.91396 -2.62189 4.28330
C 1.91225 -3.58188 4.44038
C 3.23236 -3.31244 4.09692
C 3.60559 -2.07283 3.57993
C 2.61835 -1.12086 3.41558
As 2.65889 0.71290 2.85047
C 3.83782 1.78447 3.91695
C 2.94750 0.89583 0.96312
H -0.85350 0.12355 5.70967
H -0.72733 1.84901 5.24852
H 0.68238 0.99548 5.95926
H -1.75907 -0.61886 2.84042
H -0.99042 0.04420 1.36036
H -1.75284 1.13517 2.54402
H -0.10097 -2.84324 4.58979
H 1.66206 -4.54484 4.86637
H 3.98598 -4.07369 4.25173
H 4.64323 -1.87883 3.33790
H 4.82599 1.36650 3.70499
H 3.60099 1.66783 4.97190
H 3.79659 2.82817 3.61294
H 3.82649 0.28249 0.75529
H 3.14730 1.93552 0.71370
H 2.08852 0.51436 0.41330
C -0.55679 0.13007 -4.91478
P -0.51756 -1.19448 -3.69854
C 0.88170 -2.25808 -4.07460
C -2.01500 -2.17937 -3.97079
C -3.16346 -1.36047 -3.41060
P -2.61257 -0.68489 -1.80441
C -3.49710 0.88059 -1.65149
C -3.23032 -1.79421 -0.51856
H -0.56794 -0.31657 -5.91217
H 0.32470 0.76367 -4.82329
H -1.44801 0.74136 -4.78217
H 0.64885 -2.79489 -4.99755
H 1.03130 -2.97119 -3.26792
H 1.79231 -1.67927 -4.22836
H -1.86521 -3.11141 -3.41944
H -2.15241 -2.42896 -5.02551
H -4.08367 -1.93915 -3.31479
H -3.40750 -0.50433 -4.04393
H -4.56999 0.70595 -1.76294
H -3.15741 1.55407 -2.43722
H -3.31871 1.34576 -0.68219
H -4.21426 -2.16160 -0.81500
H -3.34287 -1.25842 0.42452
H -2.54225 -2.63121 -0.39418
C -1.62581 4.29278 -0.86908
As -0.18073 3.48350 -1.83496
C -0.47010 3.81388 -3.69812
C 1.44015 4.36727 -1.32982
O -0.06787 1.84534 -1.50654
H -1.55867 5.37684 -0.95524
H -1.56049 4.01035 0.18021
H -2.57786 3.96373 -1.28154
H -0.56692 4.88661 -3.86528
H -1.38711 3.32344 -4.02029
H 0.37900 3.43843 -4.26625
H 1.31048 5.44819 -1.37308
H 2.23829 4.07597 -2.01030
H 1.69206 4.07913 -0.31084
C 1.84969 -6.68858 -0.19281
N 1.29543 -5.36359 -0.44893
C 1.94326 -4.09661 -0.18311
C 0.85045 -3.12329 -0.59901
O 1.00741 -1.88536 -0.56261
N -0.23297 -3.78105 -1.02388
C 0.07119 -5.10585 -0.90548
N -0.79222 -6.05347 -1.23322
H 2.88108 -6.57674 0.12926
H 1.84990 -7.28817 -1.10328
H 1.29205 -7.20151 0.59154
H 2.83879 -3.95512 -0.79243
H 2.21037 -3.97442 0.86930
H -1.71056 -5.79508 -1.55075
H -0.58134 -7.03437 -1.14592
```

Output
- charge = +4
- energy relative to the best compared isomer or geometry (same formula, charge and spin) (kJ/mol) = 405.5
- spin multiplicity = 1
- molar mass (g mol⁻¹) = 791.8

***

C23H48F3N5O5S | ωB97M-V/def2-TZVPD

```
85
Properties=species:S:1:pos:R:3
C 6.83046 1.29491 2.28059
C 5.53649 1.15111 1.34857
C 4.29419 0.59704 2.21061
C 3.53097 -0.63614 1.47676
N 2.14272 -0.15719 1.20564
N 1.47782 -0.92000 0.22968
C 1.92292 -0.61610 -1.15136
C 1.01889 0.44263 -1.94817
C 1.73361 0.62251 -3.39423
C 0.76929 1.21621 -4.52463
C 1.27392 2.62353 -5.12339
N 0.28869 3.70384 -5.33026
O 2.47661 2.73032 -5.42329
C 1.16646 1.84295 -1.20361
S 0.06200 3.18238 -1.85009
C 0.95375 4.74840 -1.31611
C 2.42103 4.87381 -1.93447
N -0.37936 -0.08638 -2.03391
C -0.67325 -1.17146 -0.99718
C 0.00990 -0.83510 0.40633
O -0.32615 -1.77944 1.43981
C -1.68724 -1.62380 1.91675
C -1.94401 -0.30803 2.81974
N -3.24802 0.30975 2.46350
C -3.15286 1.33524 1.39326
C -3.18020 2.85241 1.92557
C -2.58130 3.77843 0.73561
O -2.31425 3.07273 3.06532
H 7.56620 0.41946 2.18183
H 7.40693 2.27225 2.11599
H 6.53608 1.30931 3.38892
H 5.32096 2.18827 0.90370
H 5.69390 0.46613 0.44644
H 4.56623 0.35215 3.29035
H 3.54800 1.47003 2.27658
H 4.09602 -0.94766 0.54669
H 3.43862 -1.47707 2.25502
H 1.60996 -0.14177 2.08940
H 2.99938 -0.22623 -1.21588
H 1.93138 -1.60283 -1.73711
H 2.01634 -0.43693 -3.73806
H 2.62427 1.31420 -3.30038
H -0.29562 1.42245 -4.13710
H 0.62485 0.48744 -5.39779
H -0.61697 3.37700 -4.94615
H 0.57967 4.49112 -4.73201
H 1.03827 1.80491 -0.07592
H 2.24776 2.18613 -1.38101
H 0.31677 5.67453 -1.45316
H 1.09163 4.62541 -0.18055
H 2.87708 5.91365 -1.76744
H 2.38158 4.62005 -3.04493
H 3.15148 4.15145 -1.42211
H -1.11851 0.62755 -1.88973
H -0.60589 -0.53450 -2.94602
H -0.33679 -2.20404 -1.36217
H -1.81643 -1.23267 -0.90973
H -0.22637 0.24811 0.70332
H -1.90086 -2.53484 2.57604
H -2.48146 -1.62825 1.10341
H -2.03985 -0.69431 3.89659
H -1.04278 0.38514 2.74732
H -3.62300 0.80737 3.27953
H -2.25061 1.23644 0.70732
H -4.07589 1.18674 0.71917
H -4.26602 3.11283 2.12294
H -1.52076 4.12316 0.93810
H -2.64526 3.23836 -0.27431
H -3.26681 4.69541 0.64466
H -1.37493 2.99160 2.79190
C -2.14998 -5.87720 0.34722
C -2.74807 -7.05415 1.10168
O -3.65528 -6.67751 2.11910
C -5.03210 -6.35389 1.75264
O -5.57045 -7.30135 1.02195
C -5.17962 -4.92522 1.11548
F -4.34910 -4.02735 1.72377
F -6.42877 -4.43151 1.28978
F -4.91522 -4.84981 -0.20655
H -1.92576 -5.04615 1.02173
H -1.22852 -6.18095 -0.16074
H -2.82994 -5.51338 -0.42231
H -1.92689 -7.55726 1.62425
H -3.16916 -7.79698 0.41785
H -5.47279 -6.18931 2.75348
```

Output
- spin multiplicity = 1
- molar mass (g mol⁻¹) = 563.7

***

C23H48F6N4O8S3ScSi | ωB97M-V/def2-TZVPD

```
94
Properties=species:S:1:pos:R:3
Sc -0.32685 -0.24148 1.06286
F -1.55925 -5.12681 2.05201
C -2.05467 -5.20183 3.30703
F -1.21812 -5.89203 4.05501
F -3.22455 -5.83000 3.24973
S -2.37088 -3.47541 3.95267
O -0.90090 -2.50357 0.81370
O -2.78667 -3.66094 5.33254
N -0.73336 -3.12982 3.86500
S -0.24583 -1.71649 3.59857
O 0.88799 -1.66841 2.66891
O -1.25387 -0.72648 3.17224
C 0.41604 -1.11853 5.21602
F 1.38246 -1.92353 5.61711
F 0.89928 0.11928 5.09334
F -0.57261 -1.11311 6.09478
C 0.43834 -2.74032 -2.65850
C 0.45346 -2.44176 -1.17149
C -0.75512 -3.07087 -0.50019
C 1.77025 -2.84662 -0.53310
O 0.24422 -1.01930 -0.89605
Si 0.49940 0.33187 -1.91391
S -0.05330 1.75458 -0.52774
O -0.33451 0.20710 -3.29445
C -1.68849 0.52137 -3.69511
C -1.86546 -0.11918 -5.06219
C -2.66796 -0.07029 -2.68965
C -1.83825 2.03294 -3.78344
O 2.07577 0.18858 -2.27260
C 2.86439 0.81093 -3.31886
C 2.72907 -0.02607 -4.58242
C 4.29688 0.79821 -2.81219
C 2.37976 2.23577 -3.54951
H 0.54364 -3.81658 -2.80286
H 1.26975 -2.24652 -3.15970
H -0.48994 -2.41283 -3.12426
H -0.67276 -4.15506 -0.42850
H -1.65656 -2.81749 -1.05847
H -0.50460 -3.10649 1.46059
H 1.96076 -3.90725 -0.70135
H 1.77261 -2.66355 0.54328
H 2.57947 -2.27241 -0.98495
H -1.72992 -1.20007 -5.00188
H -1.13361 0.28200 -5.76351
H -2.86404 0.08316 -5.45058
H -2.54100 -1.15459 -2.62986
H -3.69366 0.13210 -3.00161
H -2.50999 0.36391 -1.70090
H -1.11510 2.44112 -4.49075
H -1.67869 2.49723 -2.80997
H -2.83846 2.29075 -4.13429
H 3.08596 -1.04183 -4.40369
H 3.32672 0.40605 -5.38607
H 1.68877 -0.06777 -4.90461
H 4.61181 -0.22346 -2.59677
H 4.38625 1.38959 -1.89933
H 4.96957 1.21670 -3.56111
H 1.35241 2.24169 -3.91943
H 3.00681 2.73133 -4.29103
H 2.41962 2.81240 -2.62368
C -4.77114 -0.25991 0.99090
C -4.32593 0.95552 1.80098
C -2.99810 1.28910 1.15628
O -2.43370 -0.00588 0.77372
C -3.47682 -1.03277 0.83711
H -5.15533 0.04768 0.01702
H -5.53311 -0.85335 1.49178
H -4.18430 0.68567 2.84850
H -5.02266 1.78927 1.74488
H -2.28928 1.78135 1.82232
H -3.09850 1.88247 0.24690
H -3.26759 -1.66757 1.69617
H -3.41421 -1.61182 -0.08176
C 0.08791 3.81129 3.41385
N 1.37113 3.34509 2.91903
C 2.54067 4.03548 3.44956
C 1.46096 2.14657 2.29822
N 0.50776 1.23660 2.40076
N 2.57068 1.89556 1.57135
C 2.92723 0.53131 1.22433
C 3.18922 2.91894 0.73980
H -0.14538 3.41184 4.40665
H -0.70143 3.53708 2.71619
H 0.11718 4.89718 3.48463
H 2.68266 5.00547 2.97046
H 3.43019 3.43067 3.30262
H 2.40598 4.19424 4.52094
H -0.05363 1.37993 3.23230
H 2.60187 -0.15128 2.00522
H 4.01312 0.46704 1.14271
H 2.51220 0.24050 0.25143
H 2.67253 3.86632 0.85625
H 3.10306 2.61515 -0.30552
H 4.24430 3.04533 0.98962
```

Output
- charge = +1
- energy relative to the best compared isomer or geometry (same formula, charge and spin) (kJ/mol) = 65.8
- spin multiplicity = 1
- molar mass (g mol⁻¹) = 791.9

***

Frontier orbital gap? In order: 6.83, 3.61, 9.43 eV.
HOMO energy? In order: -0.666, -0.188, -0.425 Eh.
DFT total energy? In order: -237732.531, -61296.032, -124363.384 eV.